Entry 1:
{"formula": "C33H31BrI2N4O3RbS2", "method": "ωB97M-V/def2-TZVPD", "species": ["Rb", "C", "C", "C", "C", "C", "C", "C", "C", "C", "C", "H", "H", "H", "H", "H", "H", "H", "H", "H", "H", "H", "H", "H", "H", "H", "I", "C", "C", "C", "I", "C", "C", "C", "C", "N", "C", "C", "O", "H", "H", "H", "H", "Br", "C", "C", "C", "C", "C", "C", "N", "C", "C", "C", "C", "C", "C", "N", "H", "H", "H", "H", "H", "H", "H", "H", "H", "C", "O", "C", "S", "S", "H", "H", "H", "O", "N"], "xyz": [[0.050, -0.428, 1.015], [-0.814, -2.463, 3.102], [-1.897, -2.533, 2.193], [-1.521, -3.385, 1.129], [-0.202, -3.832, 1.374], [0.235, -3.257, 2.588], [1.554, -3.517, 3.257], [0.509, -4.922, 0.622], [-2.431, -3.857, 0.032], [-3.225, -1.836, 2.313], [-0.739, -1.646, 4.359], [1.516, -4.360, 3.960], [1.901, -2.650, 3.826], [2.334, -3.755, 2.526], [0.472, -5.883, 1.151], [1.570, -4.700, 0.454], [0.056, -5.095, -0.360], [-2.836, -4.862, 0.218], [-1.942, -3.899, -0.949], [-3.291, -3.190, -0.075], [-4.059, -2.536, 2.442], [-3.466, -1.226, 1.431], [-3.241, -1.159, 3.169], [-0.169, -2.166, 5.134], [-1.732, -1.456, 4.773], [-0.260, -0.666, 4.224], [2.858, 3.636, 4.114], [1.212, 4.053, 2.903], [0.848, 5.376, 2.679], [-0.213, 5.694, 1.869], [-0.641, 7.719, 1.534], [-0.975, 4.670, 1.253], [-2.056, 4.895, 0.373], [-2.722, 3.839, -0.185], [-2.313, 2.539, 0.145], [-1.304, 2.289, 0.945], [-0.619, 3.314, 1.497], [0.533, 2.941, 2.346], [0.859, 1.749, 2.522], [1.432, 6.166, 3.133], [-2.349, 5.912, 0.146], [-3.551, 3.991, -0.864], [-2.844, 1.683, -0.262], [3.507, 6.874, 0.585], [3.042, 5.096, 0.119], [1.865, 4.861, -0.572], [1.506, 3.555, -0.867], [2.348, 2.505, -0.521], [3.520, 2.757, 0.184], [3.863, 4.058, 0.518], [1.963, 1.186, -0.866], [2.826, 0.494, -1.482], [2.562, -0.904, -1.888], [3.501, -1.596, -2.640], [3.236, -2.913, -2.990], [2.051, -3.488, -2.569], [1.169, -2.715, -1.819], [1.411, -1.454, -1.492], [1.214, 5.682, -0.841], [0.570, 3.350, -1.372], [4.126, 1.928, 0.526], [4.752, 4.256, 1.101], [3.806, 0.902, -1.752], [4.422, -1.110, -2.938], [3.949, -3.480, -3.575], [1.809, -4.517, -2.798], [0.237, -3.128, -1.447], [-5.379, -2.476, -2.342], [-3.986, -2.151, -2.391], [-3.634, -0.883, -2.236], [-4.629, 0.398, -2.165], [-1.877, -0.838, -2.057], [-5.416, -3.560, -2.386], [-5.901, -2.028, -3.185], [-5.813, -2.110, -1.412], [-0.548, 1.191, -2.865], [-1.653, 0.828, -2.850]], "atomic_forces_ev_per_a": [[-0.01, -0.04, 0.15], [-0.09, -0.11, -0.19], [0.07, -0.06, 0.05], [0.13, 0.04, 0.03], [-0.07, -0.04, 0.02], [-0.08, 0.04, -0.05], [0.00, 0.01, -0.02], [0.02, 0.05, -0.01], [0.01, 0.01, 0.01], [0.02, 0.01, 0.02], [-0.02, 0.05, 0.07], [0.00, 0.00, 0.00], [0.01, 0.00, 0.00], [0.00, 0.00, 0.00], [0.01, 0.00, 0.00], [0.00, 0.00, 0.00], [-0.01, -0.01, 0.01], [0.00, -0.01, 0.00], [-0.01, -0.01, 0.00], [0.00, 0.00, 0.01], [-0.01, 0.00, 0.00], [0.00, 0.01, 0.00], [0.00, 0.00, 0.00], [0.00, 0.00, 0.00], [0.00, 0.01, 0.00], [0.00, 0.00, -0.01], [0.01, 0.00, 0.03], [-0.01, -0.01, 0.03], [0.02, 0.02, -0.02], [-0.03, 0.02, -0.04], [0.02, -0.02, 0.01], [0.04, -0.04, 0.01], [-0.01, 0.00, 0.00], [-0.01, 0.02, 0.00], [-0.01, -0.01, 0.03], [0.06, -0.05, -0.02], [-0.03, 0.04, 0.00], [-0.04, 0.04, -0.04], [0.06, -0.04, -0.02], [-0.01, 0.00, 0.01], [0.00, 0.00, 0.00], [0.00, 0.00, 0.00], [0.01, 0.01, -0.02], [-0.01, 0.01, 0.00], [0.03, -0.01, 0.01], [-0.06, -0.03, 0.00], [-0.01, 0.12, -0.04], [-0.05, -0.04, 0.09], [-0.09, -0.01, 0.00], [0.04, 0.00, -0.03], [0.23, 0.16, -0.11], [-0.11, -0.10, 0.01], [-0.01, -0.02, 0.04], [0.01, -0.01, -0.01], [-0.03, 0.00, 0.01], [0.02, 0.01, 0.01], [0.02, -0.01, 0.00], [-0.04, -0.02, -0.02], [0.01, 0.01, 0.01], [0.01, -0.04, 0.00], [0.01, 0.02, 0.01], [-0.02, 0.01, 0.00], [-0.01, 0.00, -0.03], [0.00, 0.01, 0.01], [0.00, 0.00, 0.01], [-0.01, 0.00, 0.00], [0.01, 0.00, -0.01], [-0.01, 0.00, -0.01], [0.00, 0.02, -0.02], [0.02, -0.02, 0.09], [-0.03, 0.01, -0.03], [0.01, -0.03, -0.05], [0.00, 0.00, 0.00], [0.00, 0.00, 0.00], [0.00, 0.00, 0.00], [-0.02, -0.01, -0.02], [0.01, 0.04, 0.02]], "mulliken_charge": [0.647, -0.223, 0.298, 0.946, 0.898, 0.540, -1.792, -1.670, -1.280, -1.344, -1.475, 0.271, 0.397, 0.375, 0.326, 0.310, 0.380, 0.282, 0.264, 0.129, 0.281, 0.135, 0.388, 0.394, 0.458, 0.106, -0.017, -0.491, -0.249, -0.177, 0.016, 1.126, -0.970, -0.856, -0.137, 0.074, -0.416, 0.552, -0.654, 0.481, 0.164, 0.437, 0.131, -0.162, -0.070, -0.348, 0.058, -0.392, -0.003, -0.831, 0.262, -0.545, 0.443, -0.930, -0.397, -0.936, 0.030, 0.312, 0.447, 0.259, 0.480, 0.474, 0.439, 0.442, 0.418, 0.448, 0.115, -0.910, -0.215, 0.046, -0.226, 0.381, 0.267, 0.370, 0.378, -0.215, 0.055], "charge": -1, "e_lumo_ha": 0.0478, "homo_lumo_gap_ev": 4.736, "molar_mass_g_mol": 1014.950, "max_force_ev_per_a": 0.304}

Entry 2:
{"formula": "C6H36NO12", "method": "ωB97M-V/def2-TZVPD", "species": ["C", "N", "C", "C", "C", "O", "C", "C", "H", "H", "H", "H", "H", "H", "H", "H", "H", "H", "H", "H", "H", "H", "H", "H", "O", "H", "H", "O", "H", "H", "O", "H", "H", "O", "H", "H", "O", "H", "H", "O", "H", "H", "O", "H", "H", "O", "H", "H", "O", "H", "H", "O", "H", "H", "O"], "xyz": [[2.858, 0.571, -2.061], [1.527, 1.159, -2.328], [0.605, 1.629, -1.293], [0.861, 3.205, -1.001], [0.001, 3.298, 0.357], [0.931, 2.898, 1.348], [2.590, -0.494, -1.154], [3.967, -1.006, -0.658], [3.412, 0.310, -2.902], [3.589, 1.272, -1.646], [1.081, 0.629, -3.076], [-0.443, 1.641, -1.809], [0.442, 1.070, -0.235], [1.957, 3.542, -0.882], [0.505, 3.792, -1.890], [-0.324, 4.303, 0.436], [-0.949, 2.707, 0.451], [1.867, -0.270, -0.235], [2.164, -1.380, -1.728], [4.328, -1.572, -1.462], [3.840, -1.725, 0.218], [4.716, -0.312, -0.427], [0.684, 0.416, 3.312], [-1.299, -0.490, 0.542], [-1.632, -0.323, 1.366], [-2.416, 1.755, -0.467], [-2.933, 2.372, -1.514], [-2.477, 1.638, -1.425], [3.637, 2.884, 0.288], [-0.906, 0.615, 2.527], [-0.063, 0.958, 3.166], [-1.804, -0.326, -1.503], [-2.163, -1.652, -1.757], [-1.479, -1.166, -1.197], [-0.829, -3.682, -2.686], [-1.509, -4.270, -1.391], [-0.619, -4.314, -1.935], [3.923, 1.549, 1.151], [0.452, 2.767, 2.193], [4.324, 2.268, 0.496], [0.108, -3.334, 1.256], [0.459, -2.737, 0.009], [0.828, -3.309, 0.756], [-2.082, -3.292, 0.449], [-3.341, -2.661, 0.929], [-2.982, -3.426, 0.297], [-4.479, 0.852, 1.386], [-2.923, 1.015, 1.111], [-3.734, 1.435, 1.196], [-3.586, -1.920, 2.451], [-3.046, -0.703, 1.509], [-3.872, -1.450, 1.761], [-0.884, -2.249, 3.214], [-1.590, -1.755, 2.029], [-1.291, -2.730, 2.457]], "atomic_forces_ev_per_a": [[-2.07, 3.20, 1.24], [0.13, 0.37, -1.51], [-0.76, 1.12, -0.63], [-1.09, -1.95, 0.69], [1.39, 0.27, -1.17], [-0.54, 0.57, 0.59], [0.45, -3.68, 3.25], [-2.21, -2.23, 1.85], [0.16, -0.96, -2.13], [-0.60, 0.53, 0.53], [-0.06, 0.19, 0.64], [2.10, -0.19, 1.13], [0.87, 0.92, -2.49], [-1.69, -0.84, 0.35], [-0.11, -0.50, 0.99], [-0.22, 1.40, 0.69], [1.01, 0.00, -0.67], [1.63, -0.21, -2.17], [-0.01, 1.04, 0.86], [0.93, -1.10, -1.14], [0.26, 0.86, -1.06], [0.72, 1.53, 0.50], [0.55, -1.39, -0.48], [1.36, -0.80, -3.27], [-2.03, 1.40, 4.08], [0.39, -1.06, 0.26], [-3.95, 5.71, -2.03], [3.00, -4.71, 1.39], [-1.02, 0.31, 0.16], [3.42, -0.31, 1.27], [-3.86, 1.48, -1.02], [0.32, 1.65, 0.22], [1.35, -0.20, 1.59], [-1.57, -1.43, -2.20], [0.50, -1.12, 1.34], [2.49, -0.18, -1.36], [-3.14, 1.31, 0.03], [0.94, 2.63, -2.27], [0.39, -0.47, -0.47], [0.03, -2.90, 2.25], [-4.92, -0.35, 4.28], [1.16, -1.19, 1.08], [4.04, 1.59, -5.37], [2.46, -0.02, 0.38], [0.06, -1.44, -1.78], [-2.61, 0.97, 0.46], [0.80, -0.36, -0.10], [2.29, -2.30, 0.38], [-3.18, 2.92, 0.07], [1.80, -2.58, 4.59], [-0.88, -2.40, 0.70], [-0.91, 4.66, -4.72], [0.05, -1.08, -0.32], [1.02, -2.13, 0.16], [-0.63, 3.48, 0.35]], "mulliken_charge": [-1.213, -0.224, 0.523, -0.773, 0.001, -0.471, 1.041, -1.786, 0.494, 0.262, 0.320, 0.257, -0.491, 0.246, 0.277, 0.443, -0.071, -0.153, 0.062, 0.486, 0.292, 0.484, 0.226, 0.220, -0.630, 0.034, 0.274, -0.645, 0.297, 0.374, -0.716, 0.130, 0.276, -0.378, 0.293, 0.311, -0.632, 0.343, 0.295, -0.694, 0.446, 0.245, -0.649, 0.334, 0.443, -0.798, 0.342, 0.212, -0.717, 0.375, 0.626, -0.902, 0.313, 0.108, -0.761], "charge": -1, "e_lumo_ha": 0.0969, "homo_lumo_gap_ev": 8.274, "molar_mass_g_mol": 314.349, "max_force_ev_per_a": 7.235}